ORCA calculation (ωB97M-V with the def2-TZVPD basis set) on C25H16CrF5N2O4SSe3Te as an isolated structure.

F_max = 1.7 eV Å⁻¹
2S+1 = 4
gap between HOMO and LUMO (spin up / spin down) = 0.189 / 0.191 Eh
LUMO (spin up / spin down) = 4.11 / 4.11 eV
charge = -2
energy above the lowest of the compared OMol25 structures with the same formula, charge and spin = 84.7 kJ/mol

The geometry in XYZ format:
```
58
C25H16CrF5N2O4SSe3Te | the Open Molecules 2025 dataset | ωB97M-V with the def2-TZVPD basis set
Cr -0.38 0.64 1.57
Se -0.57 0.91 3.90
Se 1.39 1.85 4.70
Te 3.10 0.45 3.46
Se 2.07 0.81 1.17
C 4.66 0.73 -4.60
C 3.32 0.65 -3.94
C 3.15 -0.03 -2.74
C 1.90 -0.11 -2.14
C 0.82 0.52 -2.73
C 0.98 1.23 -3.90
C 2.22 1.28 -4.51
S -0.80 0.40 -1.97
O -1.12 -0.99 -1.85
O -1.71 1.19 -2.79
N -0.63 1.02 -0.50
C -0.50 2.34 -0.28
C -0.48 3.36 -1.23
C -0.29 4.66 -0.79
C -0.12 4.90 0.57
C -0.17 3.84 1.45
N -0.37 2.59 1.04
H 5.26 -0.15 -4.35
H 5.20 1.61 -4.25
H 4.56 0.80 -5.68
H 4.00 -0.51 -2.28
H 1.76 -0.67 -1.23
H 0.11 1.72 -4.33
H 2.33 1.82 -5.45
H -0.62 3.12 -2.27
H -0.27 5.47 -1.50
H 0.06 5.90 0.93
H -0.06 3.97 2.52
F -2.63 -1.79 1.52
C -3.25 -0.60 1.50
C -2.51 0.57 1.66
C -3.32 1.71 1.74
F -2.74 2.91 2.00
C -4.70 1.72 1.61
F -5.41 2.87 1.68
C -5.37 0.52 1.42
F -6.72 0.49 1.31
C -4.63 -0.65 1.38
F -5.27 -1.84 1.24
O 1.06 -1.60 3.25
C 0.46 -2.04 2.26
O -0.23 -1.31 1.48
C 0.52 -3.51 1.98
C 1.66 -4.22 2.37
C 1.71 -5.59 2.23
C 0.62 -6.27 1.72
C -0.50 -5.57 1.29
C -0.54 -4.20 1.40
H 2.48 -3.66 2.80
H 2.60 -6.12 2.54
H 0.64 -7.36 1.66
H -1.34 -6.10 0.88
H -1.40 -3.65 1.05
```